[1]
94
Properties=species:S:1:pos:R:3:forces:R:3 method="wB97M-V/def2-TZVPD" orbital_gap_ev="7.400 / 7.318" multiplicity=5 s2=6.011 homo_energy_ev="-7.382 / -7.401"
Cr 1.05756 -0.06134 0.09359 0.21 -0.40 0.55
C -4.40406 1.12844 1.71483 0.05 -0.01 -0.11
C -4.85895 1.43189 0.28863 0.23 0.19 0.16
N -3.91684 2.26836 -0.46653 0.07 -0.16 0.01
C -4.14662 3.70959 -0.47478 0.14 -0.07 0.08
C -3.36397 4.45603 0.60245 0.02 -0.01 0.00
C -2.84054 1.70980 -1.08848 -0.05 -0.31 0.58
S -1.78010 2.65323 -2.01690 0.02 -0.38 0.05
N -2.81317 0.34540 -0.91871 -0.10 0.74 0.05
C -1.79692 -0.46728 -0.93410 0.02 0.18 1.06
O -0.55281 -0.17801 -0.87612 -1.54 -0.21 -0.75
C -2.19768 -1.91899 -0.97557 0.03 -0.21 0.56
C -3.41702 -2.32848 -0.43826 0.04 0.07 0.04
C -3.76066 -3.67243 -0.41857 -0.01 -0.02 -0.01
C -2.89728 -4.62325 -0.95142 0.01 -0.03 -0.03
C -1.69842 -4.21689 -1.52266 -0.03 0.15 0.06
C -1.35324 -2.87027 -1.52993 -0.16 -0.28 1.17
H -5.13763 0.48644 2.21246 0.06 0.04 -0.02
H -4.29872 2.04590 2.29807 0.00 -0.06 0.00
H -3.43943 0.61468 1.69760 -0.12 0.06 0.06
H -5.81382 1.95531 0.30428 -0.05 0.05 -0.04
H -4.98455 0.50116 -0.25148 -0.08 -0.07 -0.11
H -5.21718 3.87314 -0.34834 -0.02 -0.02 -0.02
H -3.84890 4.08892 -1.44617 -0.03 0.03 -0.15
H -3.66320 4.14924 1.60763 0.01 0.03 -0.07
H -3.53239 5.53310 0.50448 0.02 -0.10 0.03
H -2.29668 4.26079 0.47563 -0.06 0.03 0.02
H -4.07945 -1.57745 -0.02584 0.03 -0.08 -0.01
H -4.70346 -3.98282 0.01797 0.06 0.03 -0.02
H -3.15850 -5.67628 -0.92268 0.00 0.09 -0.02
H -1.02252 -4.94933 -1.95383 -0.04 0.02 -0.01
H -0.44023 -2.54266 -2.00166 -0.34 -0.24 1.38
F 2.97612 6.31698 -1.71238 0.01 0.12 0.17
C 2.71649 5.96482 -0.44503 -0.02 -0.11 -0.03
F 3.84514 6.12221 0.26812 -0.02 0.12 -0.05
F 1.80402 6.81786 0.05016 0.14 0.06 -0.08
C 2.22419 4.54914 -0.35165 -0.03 -0.05 -0.05
C 1.77356 4.06639 0.86129 -0.09 0.02 0.24
C 1.31442 2.76592 0.92152 -0.10 0.17 0.34
N 1.29541 1.95681 -0.13439 0.07 0.80 -0.21
C 1.72296 2.43600 -1.29882 -0.13 -0.07 -0.32
C 2.20132 3.72414 -1.45436 0.03 0.00 -0.23
H 1.77881 4.69121 1.74577 -0.06 -0.06 -0.04
H 0.92810 2.35276 1.84495 0.06 -0.05 0.01
H 1.65114 1.76096 -2.14419 0.06 0.10 0.12
H 2.53900 4.07421 -2.42033 -0.05 -0.06 0.04
O 4.45702 -0.06482 2.12397 1.58 -0.11 1.66
N 3.91461 0.03765 1.08220 -0.49 0.04 -1.35
O 2.62837 0.03971 1.21752 -0.51 0.16 0.47
C -1.82842 -0.82781 -3.57725 0.23 0.03 -0.70
C -0.35845 -1.16017 -3.64211 -0.08 0.40 -0.64
C 0.09412 -2.47355 -3.68006 0.63 0.03 -1.35
C 1.45035 -2.78282 -3.65861 -0.02 -0.06 -0.30
C 2.38810 -1.76166 -3.61199 0.04 -0.01 -0.54
N 3.78859 -1.99355 -3.55038 -0.15 -0.06 -0.07
C 4.50621 -3.08705 -3.12972 0.10 0.08 0.20
O 5.62215 -3.32708 -3.55138 -0.29 0.02 0.02
N 3.93940 -3.90773 -2.15813 -0.28 0.10 0.03
C 3.01501 -3.61442 -1.14278 0.19 -0.10 -0.11
C 2.59831 -4.62143 -0.27799 0.14 -0.05 -0.10
C 1.67804 -4.32660 0.70696 -0.17 -0.08 0.12
C 1.15984 -3.04526 0.79818 -0.17 -0.13 0.01
N 1.55797 -2.07842 -0.02431 0.23 -0.67 -0.09
C 2.48420 -2.34988 -0.94694 0.00 0.36 0.18
C 1.95186 -0.43922 -3.62948 0.07 0.00 -0.03
C 0.59794 -0.14630 -3.63689 -0.01 -0.03 -0.16
H -2.43305 -1.72953 -3.47574 0.02 0.12 -0.18
H -2.15192 -0.29318 -4.47375 0.09 0.01 0.00
H -2.03317 -0.18072 -2.71905 -0.01 -0.07 -1.33
H -0.63035 -3.28235 -3.70532 0.23 0.13 -0.36
H 1.77322 -3.81765 -3.67742 -0.02 0.06 -0.03
H 4.35990 -1.36538 -4.08773 0.10 0.04 -0.14
H 4.50792 -4.72371 -2.01464 0.10 -0.12 0.05
H 3.00503 -5.62267 -0.38171 -0.05 0.05 0.02
H 1.33929 -5.09176 1.39500 0.03 0.06 -0.06
H 0.40492 -2.77820 1.52693 0.02 0.02 0.01
H 2.79912 -1.51684 -1.56002 0.06 -0.13 0.50
H 2.68649 0.36254 -3.61912 -0.02 -0.08 0.01
H 0.27448 0.89054 -3.62004 -0.11 -0.10 0.02
S -0.74800 -0.23897 2.34350 0.40 0.17 0.06
C 0.10062 0.18121 3.76705 -0.05 -0.13 0.14
N 1.42670 0.08086 3.88285 -0.07 0.29 0.11
C 2.17570 0.50011 5.06800 -0.08 -0.12 -0.13
C 1.31562 0.29121 6.29767 -0.03 -0.04 -0.05
C 0.01390 1.04235 6.09682 -0.06 -0.12 -0.15
N -0.59399 0.60400 4.84190 0.24 0.02 0.06
H 1.95007 -0.07454 3.02618 0.13 -0.12 -0.22
H 2.46721 1.55088 4.98510 0.02 0.03 -0.03
H 3.08876 -0.08944 5.10940 0.02 -0.03 -0.04
H 1.82695 0.64275 7.19314 0.00 0.00 -0.02
H 1.10071 -0.77362 6.41059 0.04 0.00 0.07
H 0.20465 2.11701 6.07020 -0.02 0.10 0.01
H -0.68253 0.84551 6.90809 -0.09 -0.02 0.01
H -1.58680 0.65471 4.71499 -0.16 0.02 -0.03

***

[2]
13
Properties=species:S:1:pos:R:3:forces:R:3 method="wB97M-V/def2-TZVPD" orbital_gap_ev=8.035 multiplicity=1 homo_energy_ev=-7.807
C 0.43584 -1.18041 0.04771 -0.09 -0.14 0.04
C 1.19027 -0.01787 -0.60621 -0.23 0.26 0.19
C 0.66237 1.19782 -0.38889 -0.55 -0.17 0.02
C -0.50260 1.69264 0.20233 -0.40 0.38 -0.42
N -1.89399 -0.33620 0.05409 0.29 -0.35 0.19
C -0.84968 -0.70868 0.69151 -0.14 -0.08 0.03
H 1.05787 -1.72342 0.76888 -0.04 0.13 -0.05
H 0.14251 -1.91314 -0.71930 0.16 0.12 0.02
H 2.07245 -0.26091 -1.20057 -0.41 0.37 0.05
H 0.77371 2.21643 -0.87005 1.10 -0.44 -0.02
H -0.38473 2.17241 1.19407 -0.03 -0.43 -0.12
H -1.77080 -0.50498 -0.95267 0.06 0.40 0.12
H -0.93321 -0.63371 1.77910 0.29 -0.06 -0.04

***

Copy entry 2 word for word.
13
Properties=species:S:1:pos:R:3:forces:R:3 method="wB97M-V/def2-TZVPD" orbital_gap_ev=8.035 multiplicity=1 homo_energy_ev=-7.807
C 0.43584 -1.18041 0.04771 -0.09 -0.14 0.04
C 1.19027 -0.01787 -0.60621 -0.23 0.26 0.19
C 0.66237 1.19782 -0.38889 -0.55 -0.17 0.02
C -0.50260 1.69264 0.20233 -0.40 0.38 -0.42
N -1.89399 -0.33620 0.05409 0.29 -0.35 0.19
C -0.84968 -0.70868 0.69151 -0.14 -0.08 0.03
H 1.05787 -1.72342 0.76888 -0.04 0.13 -0.05
H 0.14251 -1.91314 -0.71930 0.16 0.12 0.02
H 2.07245 -0.26091 -1.20057 -0.41 0.37 0.05
H 0.77371 2.21643 -0.87005 1.10 -0.44 -0.02
H -0.38473 2.17241 1.19407 -0.03 -0.43 -0.12
H -1.77080 -0.50498 -0.95267 0.06 0.40 0.12
H -0.93321 -0.63371 1.77910 0.29 -0.06 -0.04